[1]
This record from OMol25 describes a cluster of 15 separate species, C40H117N7O21 in total at a distorted geometry. The level of theory is ωB97M-V/def2-TZVPD.

Geometry as ORCA input:
```
! RIJCOSX wB97M-V def2-TZVPD def2/J DEFGRID3
* xyz 0 1
C 3.230 -6.919 -0.381
C 4.379 1.646 -0.982
H 3.870 1.396 -1.914
H 1.008 -0.293 -5.639
C -3.085 6.752 1.303
O 2.354 -4.670 0.323
C 3.291 -5.702 0.595
O 3.142 -1.526 -2.637
C 0.521 -0.640 0.749
H 5.751 1.252 1.174
H -0.878 1.537 -0.423
H -1.378 -3.379 5.452
C 2.371 -3.742 -3.563
H 4.943 -0.045 4.900
C 0.271 -4.348 3.542
H 4.229 0.886 6.145
O -1.068 6.355 0.029
H -5.915 -3.067 -3.153
C 4.266 -1.247 -3.416
C -3.817 -4.101 5.018
N -4.159 6.243 2.137
C -5.795 -1.987 -3.237
N -1.621 2.852 3.057
H -4.966 2.617 -1.201
H 3.710 -1.752 1.442
C -4.594 4.482 -2.173
O 3.873 -6.557 -1.650
C 3.840 0.881 0.203
H -0.105 0.697 -6.636
H 1.569 -5.666 -3.920
H 1.246 -0.078 -7.349
H -4.322 3.815 -0.083
H -2.457 4.875 0.720
O 3.987 -1.106 6.312
O 1.252 2.425 2.166
H 2.191 -7.107 -0.652
H -0.298 -2.936 -1.469
H -3.258 1.154 0.996
H -1.697 0.642 -3.181
H -3.364 2.068 -4.851
H 0.851 -4.721 -0.671
H 0.040 2.722 -2.779
H 1.332 -5.076 -2.429
H -1.020 3.635 -3.703
H -1.598 0.952 2.771
H -1.325 5.557 1.926
H 4.775 -1.781 3.358
H 1.510 -2.346 -5.110
H -2.104 3.003 2.182
C -4.267 3.449 -1.108
H -2.208 -2.157 4.416
H 1.563 2.381 -7.103
H -1.666 0.284 -4.876
N 3.955 -0.515 0.004
H -4.431 5.315 1.845
H -3.775 5.201 -2.162
H 1.978 0.161 5.300
C 0.035 3.363 -3.660
H 3.043 -6.124 1.570
C 1.219 -3.079 -4.356
H -1.513 2.358 5.521
H -5.728 2.448 2.618
H 5.388 1.317 -1.233
H -1.895 7.873 2.731
H 2.545 -3.899 0.862
H 3.761 -7.824 -0.087
H -0.534 -0.517 -1.227
H 5.111 -4.027 4.559
C 4.041 0.021 5.508
H 3.796 -3.449 -1.969
H 3.926 -4.719 3.490
H -5.404 0.290 -2.613
O 0.278 2.706 -4.886
H 2.032 3.111 -0.582
O -0.827 -0.885 1.233
H 1.160 -1.521 0.700
H 2.843 1.263 0.422
C -3.675 0.281 -3.985
O -2.679 0.913 0.274
C 2.921 -2.966 -2.404
H 4.814 -1.062 6.796
C -3.572 1.344 3.745
H 0.889 -4.471 2.653
H -0.212 1.346 4.723
O 0.060 -4.982 -1.150
H 4.444 2.099 1.969
C 1.829 1.683 -6.309
H 3.099 0.868 -7.481
C -1.699 -3.121 4.443
H -4.610 4.171 -3.218
O -3.989 1.463 2.422
H -1.010 -2.937 2.441
C -0.225 5.350 -0.525
C 1.667 2.299 -4.961
H -0.812 -3.536 0.110
N 0.246 -1.956 3.659
H 5.503 -3.029 2.381
H 1.911 1.513 -4.246
C 2.865 0.216 4.668
C -5.399 1.499 2.194
H -5.906 -1.750 -4.296
C 0.259 -0.021 -0.666
H -2.062 -1.018 -3.762
H 5.128 -1.694 -2.920
H -1.982 3.620 3.604
H -3.392 8.741 2.126
H -1.615 0.691 5.556
H -1.939 8.597 1.191
C -2.191 0.048 -3.950
H 1.080 0.016 1.417
O 2.838 1.570 4.192
H -0.478 -5.136 3.458
C -0.585 -3.092 3.432
C 0.936 0.442 -6.442
O 3.563 -2.586 1.896
C -4.415 -0.158 -2.711
H -4.449 -4.898 4.627
H 0.881 -4.531 4.426
C -2.178 -4.008 -1.430
H -3.310 -4.849 -0.074
O 4.125 3.013 -0.826
O -2.745 -4.015 4.072
H 4.949 -0.608 -0.148
H -3.917 2.151 4.390
C -2.572 8.060 1.898
H -5.640 6.184 -2.012
H 0.581 5.118 0.172
H -2.816 2.178 -0.897
H 1.168 -0.166 -1.250
H -3.256 2.151 -3.220
H 3.521 -0.718 -0.885
H -4.217 -0.207 -4.795
H 2.784 4.513 -1.087
O 0.049 1.369 -0.607
H 0.947 1.950 1.394
H -4.452 -3.221 5.124
H -3.545 -4.324 6.049
H -5.855 0.624 2.656
H 0.093 5.900 -1.411
H 0.753 -3.857 -4.960
C -2.067 1.552 3.551
H -4.982 6.794 1.938
H 2.390 1.659 3.348
H -2.180 -4.085 -2.517
H -0.755 4.448 -0.834
H -3.859 0.025 -1.792
H 3.302 -2.606 5.193
H -0.697 -1.461 1.990
O -5.795 5.241 -1.923
O -2.898 -5.143 -0.890
O -4.589 -1.575 -2.579
H 1.221 -2.221 3.654
C 4.573 -2.732 2.866
H 4.573 0.327 2.204
H -2.698 -3.066 -1.253
C 4.718 1.151 1.505
C -1.926 5.771 1.042
C 2.847 3.434 -1.228
H -3.532 6.945 0.328
H 0.602 4.277 -3.483
C -0.745 -3.783 -0.949
H 2.672 3.153 -2.267
O 3.080 -3.412 4.722
H -6.550 -1.433 -2.679
H 2.768 -0.449 3.810
H 2.262 3.191 -4.767
H -2.129 0.215 0.629
H -5.613 1.337 1.138
H 3.256 -6.005 -2.137
N 1.995 -5.114 -3.189
H -3.724 0.318 4.082
N -3.744 1.710 -3.986
H 4.336 -1.812 -4.346
H 3.213 -3.859 -4.245
H 4.376 -0.163 -3.445
H 0.456 -2.631 -3.720
C -1.277 1.494 4.901
H 2.230 -3.098 -1.571
H 0.031 -1.845 4.640
N 3.179 1.259 -6.554
H 4.309 -5.316 0.640
H 0.451 2.724 2.597
C 4.237 -3.783 3.955
H 3.751 2.086 -6.653
O -2.971 2.930 -1.473
*
```

Properties
LUMO level: 0.32 eV
Kohn-Sham gap: 8.7366 eV
highest occupied orbital energy: -0.3095 Ha

[2]
This record from OMol25 describes a cluster of 14 separate species, C40H118Cl2N23O21P5 in total at a distorted geometry. The level of theory is ωB97M-V/def2-TZVPD.

Geometry as ORCA input:
```
! RIJCOSX wB97M-V def2-TZVPD def2/J DEFGRID3
* xyz -1 2
H 1.896 -0.733 -0.754
P 0.856 6.785 -0.908
H 5.176 5.291 5.042
N 0.747 8.192 -1.937
O -2.038 5.175 3.488
H 1.029 0.915 6.265
C -2.678 -4.960 -5.741
N -2.635 -7.182 2.880
H -2.790 -5.820 1.229
C 0.093 1.062 -6.264
C 3.990 3.104 2.287
C 2.083 8.336 0.935
O -3.220 -3.566 -2.653
H 8.962 1.061 5.314
H -1.924 -4.934 -4.954
C 2.295 3.354 -3.601
H -5.410 -1.033 -8.740
C -0.915 -1.004 -2.336
Cl 3.626 -4.203 1.279
C 0.014 9.344 -1.387
H -2.139 -1.699 -5.873
H -1.675 7.826 0.204
H 1.960 -0.265 7.364
H 5.498 0.072 1.878
H -0.059 5.915 1.955
H -3.528 -5.458 -5.274
O -1.344 3.745 -4.379
H 5.945 2.891 7.215
H -3.918 -7.448 7.151
C -1.561 1.332 -2.050
N -3.578 -1.646 3.368
H -4.682 -3.257 0.179
O -5.549 -3.994 -6.774
H 0.413 2.921 2.199
H -2.482 0.908 -2.451
H 1.730 -5.547 -0.616
C -0.907 5.553 -5.843
H -1.682 -0.836 -3.092
H 2.353 -0.907 0.984
H -4.140 -8.131 1.672
H 1.339 3.060 -0.175
H 2.918 4.228 -3.410
O 1.033 -0.673 -7.544
H -0.906 1.892 2.526
H 0.720 -2.552 2.164
Cl 5.729 -5.453 3.806
H 0.459 10.309 -1.626
H -0.503 -1.550 2.569
H -0.958 1.848 -2.797
P 5.446 1.763 4.311
N -2.970 -3.552 -6.154
H -4.038 -5.626 2.340
C 4.786 0.882 1.717
H 1.204 -5.729 5.570
N -3.683 -3.300 -8.730
H -2.876 -4.883 -9.720
H 3.267 -5.777 3.933
C 0.777 8.058 -3.401
O 1.537 -2.016 5.758
O 1.887 5.865 -1.384
H -4.445 -8.043 5.583
H 1.428 -4.026 -1.547
H 3.045 7.858 0.751
O -2.109 0.033 0.690
H -2.659 6.418 0.142
O -1.190 -5.054 -0.424
H -3.293 -5.257 6.812
H -1.112 -2.910 -5.264
H 2.013 -2.266 -0.042
H 6.714 4.525 5.426
H -3.326 -9.135 2.792
C -1.935 6.987 -0.442
C 7.934 2.172 2.975
C -3.211 -0.180 3.412
H -0.221 4.212 -1.718
C 8.010 1.586 5.397
H -3.850 2.885 2.544
H 3.889 -4.568 5.041
C -3.156 -5.534 5.766
H -1.061 9.296 -1.563
O -2.610 5.528 -4.204
H -2.345 3.340 1.629
N -3.780 -3.878 -1.591
H -1.876 1.967 -1.222
H -0.190 -6.270 2.143
H -0.061 -1.319 -2.936
C 1.695 -1.249 0.185
O 0.707 -1.041 -5.386
H 3.792 0.451 1.832
O -0.402 -5.588 -2.394
H -3.721 0.268 2.559
C 5.001 3.063 6.697
H 7.656 1.500 2.164
H 8.242 2.486 5.966
O -4.203 -2.096 2.385
H 1.054 1.837 -1.207
C 0.441 -6.129 3.020
H -1.012 4.842 -6.662
N -0.275 -5.137 -1.244
C -3.175 3.686 2.245
H 2.298 3.313 -4.690
N -0.389 -6.370 4.223
H 2.039 9.178 0.244
N -4.644 -1.530 -6.841
C -5.584 -0.879 -7.675
C 1.212 1.978 -0.138
H 7.457 1.024 6.150
H 4.366 -2.994 3.252
H -3.394 0.224 4.407
H 7.554 3.109 2.568
N 3.177 2.264 -3.109
O -1.190 -8.867 4.434
H -1.262 -1.848 -1.740
N -0.777 6.182 -0.903
H 4.248 4.018 2.822
H 2.183 1.583 0.160
H -1.890 4.596 -1.751
H 3.997 3.410 1.241
N 0.635 -0.338 -6.431
C -2.963 -2.224 -9.401
H -2.544 -4.724 5.367
N 1.076 7.345 0.728
H -3.721 -1.666 -9.951
H 0.906 -4.225 0.183
H -2.231 -2.654 -10.084
C -3.780 -2.989 -0.371
C -1.773 -2.699 -6.104
H 2.757 0.815 6.180
H -2.453 -1.640 -8.636
N -2.602 4.055 3.511
H -2.445 -8.597 1.340
H 1.276 3.194 -3.248
H -0.352 -6.145 6.361
C -3.882 -4.492 -9.566
H -3.680 4.425 1.624
H 1.326 -6.762 2.957
C 1.054 -4.708 -0.783
H 1.663 6.169 2.273
P -1.678 -7.478 4.245
H 3.015 2.817 2.681
C -0.990 4.737 -1.151
C 0.739 6.658 1.965
N 0.326 -1.188 0.564
P -0.728 0.112 0.174
H -4.151 -5.484 5.323
H -4.583 -5.237 -9.190
C 5.825 4.450 4.800
O 4.929 0.484 4.891
H 0.595 7.331 2.810
H -0.916 0.898 -5.885
O 4.254 2.476 -2.568
H 0.104 5.768 -5.499
H -0.239 7.836 -3.728
H 1.195 8.936 -3.893
H -1.288 -2.642 -7.079
H -6.576 -1.274 -7.459
H -5.384 0.180 -7.511
H 4.881 1.148 0.664
H 4.510 3.943 7.113
C 3.958 -4.939 4.018
H -2.360 7.435 -1.341
H 0.728 -5.078 3.020
H 0.810 1.224 2.481
H -1.139 4.256 -0.184
H -2.412 -5.172 2.912
H -0.189 -4.659 5.488
O 2.787 1.110 -3.253
N 0.023 1.597 0.632
H 4.386 2.195 6.933
C 1.865 0.228 6.396
H 2.064 8.849 1.897
H -3.946 -0.057 -5.452
H -3.711 -1.955 -0.710
C -3.568 -7.853 6.201
H -2.954 -8.735 6.379
H -4.146 -1.699 -4.718
H 2.648 -3.454 3.297
H -0.855 -2.785 1.343
C -4.514 -0.987 -5.457
H -2.916 -3.320 0.204
N 4.945 2.057 2.666
H 1.507 7.314 -3.721
H 0.735 1.668 -5.624
H 0.181 1.575 -7.222
O -4.474 -4.879 -1.577
H 6.069 4.549 3.742
N 5.222 3.184 5.207
N 7.208 1.767 4.197
C 3.653 -3.793 3.048
O -3.260 -2.324 4.330
C 0.072 1.898 2.045
H -5.527 -0.723 -5.154
H -1.467 6.449 -6.110
H -2.298 -5.617 -6.524
N -0.751 0.212 -1.504
C -0.121 -2.054 1.681
O 1.930 -0.524 4.218
N -2.672 -6.911 5.561
H -2.160 -0.245 3.129
C -2.977 -5.876 2.301
P -4.363 -3.159 -7.119
N -1.630 4.921 -4.663
C -3.157 -8.301 2.111
C 0.117 -5.705 5.481
O -2.842 3.419 4.497
H 8.998 2.293 3.180
N 1.729 -0.867 5.387
H -4.321 -4.197 -10.519
H 0.201 9.453 -0.319
*
```

Properties
LUMO level (alpha / beta): 1.10 / 1.10 eV
Kohn-Sham gap (alpha / beta): 2.9367 / 6.4517 eV
highest occupied orbital energy (alpha / beta): -0.0674 / -0.1965 Ha

> Which formula does entry 2 have?

C40H118Cl2N23O21P5